Record 1
ORCA calculation (ωB97M-V with the def2-TZVPD basis set) on a cluster of 13 separate species, C48H118N4O22 in total.

XYZ file:
```
192
Properties=species:S:1:pos:R:3:mulliken_charge:R:1
H 1.290 -0.252 -1.297 0.254
C -10.034 2.944 4.348 -0.538
H 5.841 -6.012 4.716 0.304
C -8.129 -5.085 -3.539 -0.523
H -0.654 -0.487 -13.915 0.223
H -7.871 -0.790 10.604 0.297
H 0.268 2.604 10.173 0.255
H 4.211 5.289 -3.591 0.381
H -1.087 -2.512 -11.283 0.279
H 1.014 -0.035 2.464 0.256
H 8.303 -7.065 -5.694 0.351
H -11.687 1.143 -5.741 0.302
C -4.555 5.090 12.872 -0.721
O -1.228 3.863 10.570 -0.286
H -12.001 3.354 5.223 0.340
H -8.134 2.058 2.932 0.305
H 5.379 5.578 -1.337 0.290
H -1.669 -1.878 -13.557 0.341
N 1.764 -0.092 -0.419 -0.135
H -5.153 -6.604 -5.844 0.251
H -10.985 2.192 6.085 0.310
H -10.261 3.709 -4.173 0.335
O -8.646 2.642 4.761 -0.300
H 4.512 -2.738 5.864 0.272
C -6.220 -3.744 -2.994 -0.632
N 1.304 9.638 1.322 -0.153
C -7.707 2.712 3.692 -0.723
H 0.052 -9.711 -1.134 0.216
O -0.039 1.114 -0.057 -0.696
H -12.200 2.167 -4.458 0.320
H -6.305 -0.484 8.952 0.392
H -0.323 10.359 0.093 0.295
H -8.529 -2.370 11.023 0.261
H -7.939 3.184 -3.807 0.335
H -0.869 5.499 11.557 0.340
C 14.377 -0.078 -0.819 -0.510
C -0.258 -7.654 -1.848 -0.740
H -10.385 2.142 3.699 0.452
H -7.076 -4.667 -5.333 0.320
C 1.029 0.636 0.427 0.582
H 1.413 -11.533 -2.331 0.338
H 2.483 -10.812 -1.106 0.285
H 3.605 -0.877 -0.998 0.337
H -5.719 -3.883 -3.952 0.252
H 9.492 -8.290 -5.438 0.274
H 7.027 3.991 -5.782 0.259
H 13.722 -0.533 -0.076 0.329
C 5.174 5.343 -4.100 -0.362
O 10.320 -7.209 -2.538 -0.665
H 2.472 0.934 2.095 0.342
H 15.841 1.555 -0.864 0.321
C -4.107 -4.046 7.219 -0.737
C 6.839 4.679 -6.606 -0.668
H -2.414 1.143 -13.584 0.312
C 1.408 0.807 1.895 -0.931
H -7.783 3.646 3.137 0.305
H 16.165 0.293 0.379 0.352
C -7.607 -5.521 -4.913 -0.489
H 7.795 4.834 -7.104 0.252
H -4.444 -1.367 7.638 0.384
H 2.898 -10.957 -2.802 0.307
H 15.597 3.468 0.931 0.248
H 0.788 3.865 11.136 0.314
H -7.001 -1.820 11.708 0.289
H 5.053 7.022 -5.216 0.232
H -10.256 6.231 6.663 0.290
O -6.892 -6.752 -4.681 -0.311
C 3.058 -0.604 -0.096 -0.891
C -1.532 5.266 10.723 -0.529
C 6.286 5.511 -1.938 -0.700
H 8.709 -1.481 4.838 0.310
H 1.428 10.785 -0.320 0.330
H 6.879 -2.675 6.641 0.328
H 0.377 4.113 9.326 0.314
O 13.658 0.521 -1.831 -0.289
O -7.067 -4.901 -2.645 -0.332
O 6.014 6.107 -3.214 -0.319
N 0.432 -8.969 -1.704 -0.206
O -4.356 -3.243 8.398 -0.337
H -9.129 5.287 5.774 0.233
C 2.089 -10.705 -2.117 -1.141
C 9.059 -7.399 -4.983 -0.903
C 4.772 -5.884 4.884 -0.718
H 7.496 -7.708 -3.619 0.237
H -4.886 6.124 12.783 0.297
C -3.054 5.493 11.019 -0.491
H 14.920 -0.927 -1.235 0.368
O -0.946 -0.594 -11.972 -0.354
C -8.258 3.328 -4.840 -0.486
C -9.740 3.065 -4.881 -0.468
H 14.939 2.758 2.448 0.240
C -2.698 0.092 -13.529 -0.333
H -10.113 3.234 -5.891 0.335
H 0.779 9.261 -0.595 0.362
H 7.928 -1.223 3.384 0.259
H 0.433 -6.989 -2.365 0.288
O -6.988 -2.424 9.653 -0.300
C 5.136 -3.632 5.850 -0.581
H -4.517 4.851 13.935 0.238
H 4.304 5.701 -6.100 0.390
H 4.384 -6.352 5.789 0.288
H 4.302 -6.362 4.024 0.230
O -10.652 4.124 6.509 -0.341
H 11.971 -0.805 -1.774 0.306
H -1.396 9.407 2.176 0.273
H -5.842 -2.315 7.317 0.348
H -3.665 1.738 -15.455 0.327
C 15.400 0.819 -0.192 -0.469
H 7.728 -6.596 -1.151 0.278
H 2.985 -1.405 0.640 0.275
O 2.224 -8.551 -3.057 -0.660
H -11.632 0.605 -4.069 0.271
H -2.546 -1.543 -11.032 0.272
C -0.730 8.544 2.180 -1.040
H -10.663 5.735 5.051 0.284
O 1.383 8.899 3.352 -0.668
C 8.360 -7.479 -1.239 -1.112
O 4.638 -4.484 4.754 -0.306
C -7.608 -1.829 10.803 -0.721
C 0.687 9.034 2.353 0.723
C -11.426 1.449 -4.728 -0.810
C -6.079 -7.177 -5.798 -0.709
H -3.521 0.039 -12.817 0.281
H -6.715 -7.142 -6.682 0.324
H -0.539 -7.357 -0.838 0.278
H -3.607 5.056 10.187 0.298
H -4.945 -4.588 6.780 0.299
H -2.077 1.160 -16.022 0.291
H -5.285 2.697 -6.202 0.276
H 2.242 9.870 1.615 0.240
C -1.487 -0.833 -13.303 -0.415
H -1.192 -1.307 -9.967 0.261
H -0.644 8.098 1.189 0.326
H 5.574 4.331 -4.173 0.288
C -5.134 -2.068 8.108 -0.633
H -3.360 -4.823 7.376 0.277
C 0.729 10.077 0.126 -0.964
H -1.122 -7.886 -2.471 0.271
C 5.142 5.962 -5.454 -0.545
H 6.199 4.173 -7.329 0.291
O -10.083 1.737 -4.528 -0.280
C -1.457 -1.525 -11.002 -0.655
C 15.469 2.558 1.517 -0.713
H 6.996 6.132 -1.392 0.239
H 13.198 -1.022 -2.954 0.318
O -3.262 -0.129 -14.830 -0.384
H -5.852 3.799 -4.970 0.303
H 8.923 -7.557 -0.309 0.299
H -1.218 5.780 9.815 0.370
H 3.629 0.258 0.251 0.318
H 6.758 4.541 -2.097 0.293
H -8.060 4.364 -5.114 0.377
O 14.687 1.613 0.824 -0.313
H -5.316 4.431 12.453 0.279
C -10.195 5.389 5.973 -0.690
H 7.194 -3.987 5.593 0.278
C 6.541 -3.122 5.707 -0.339
H -3.255 6.560 11.108 0.380
H 4.987 -4.118 6.814 0.403
C 7.998 -1.972 4.173 -0.790
H 12.129 0.419 -3.039 0.246
C 0.124 3.678 10.292 -0.775
H -8.795 -4.239 -3.708 0.350
H 8.478 -2.854 3.751 0.320
O 6.316 5.913 -6.210 -0.323
H -5.904 -8.232 -5.586 0.234
C -5.962 -1.478 9.243 -0.441
H 0.861 1.683 2.244 0.292
H -8.787 -5.805 -3.052 0.319
H 9.780 -6.591 -5.109 0.302
C 9.100 -7.426 -2.534 0.786
H -3.654 -3.422 6.448 0.305
H 7.764 -8.391 -1.199 0.327
C 12.686 -0.249 -2.381 -0.745
O -3.264 4.990 12.360 -0.284
C -3.099 0.866 -15.782 -0.686
H -8.417 -5.710 -5.617 0.421
O -7.404 2.551 -5.645 -0.374
H -6.685 2.644 4.067 0.254
N 8.498 -7.593 -3.671 -0.175
O 6.644 -2.296 4.553 -0.259
H -5.488 2.067 -4.741 0.273
H -10.123 3.879 3.796 0.319
H -1.057 7.818 2.925 0.278
C 1.558 -9.290 -2.325 0.765
H -6.751 -2.794 -3.037 0.280
C -10.983 3.143 5.552 -0.499
H -3.602 0.358 -16.604 0.240
H 16.360 2.019 1.838 0.313
H -5.484 -3.746 -2.190 0.244
H -5.300 -1.365 10.101 0.318
C -5.990 2.797 -5.376 -0.710
```

## Properties
**E**: -102678.747 eV
**ΔE to the lowest compared entry with this formula, charge and spin**: 11.1 kcal/mol
**HOMO energy**: -9.285 eV
**Lowest unoccupied orbital energy**: 0.012 Ha

---

Record 2
ORCA calculation (ωB97M-V with the def2-TZVPD basis set) on the molecule C21H24N2O2.

XYZ file:
```
49
Properties=species:S:1:pos:R:3:mulliken_charge:R:1
C -0.140 2.996 -4.186 -0.502
H -0.517 -4.407 -0.483 0.344
C 0.091 1.401 -0.909 0.476
H -2.514 -0.331 0.377 0.475
H 0.765 3.272 -4.736 0.357
H -2.580 -3.426 0.949 0.434
C -2.731 -2.444 2.850 -0.600
O 3.490 -0.106 -0.556 -0.673
C -2.494 0.608 -1.550 -1.031
C -0.766 -1.316 3.695 -0.539
H -0.940 -2.852 -1.233 0.321
H -3.496 0.300 -1.809 0.399
H -3.767 -2.715 2.994 0.400
H -0.500 5.007 -3.506 0.310
C 1.507 1.841 -0.627 -1.171
C 2.306 -0.686 2.763 -0.790
C -1.949 0.254 -0.333 -0.842
C -1.765 1.368 -2.452 -0.513
H 0.733 -3.439 -1.292 0.346
C 3.013 0.279 0.493 0.469
C 1.253 -1.492 2.068 0.501
H 1.538 2.935 -0.559 0.313
H 4.085 -1.147 1.625 0.293
C -0.076 -1.706 2.547 0.714
O 0.340 2.511 -2.949 -0.444
H 1.694 1.519 1.446 0.348
C -0.659 0.655 -0.021 0.035
C -1.039 4.220 -4.028 -1.085
C 3.457 -0.281 1.837 -0.825
H 2.141 1.541 -1.468 0.491
C -0.474 1.773 -2.141 0.832
C 1.329 -2.124 0.860 -0.508
C -2.076 -2.845 1.706 -0.785
H 2.718 -1.261 3.600 0.396
H -1.337 4.584 -5.007 0.386
H -2.635 -1.395 4.714 0.401
H 1.836 0.201 3.200 0.398
H 2.154 -2.194 0.179 0.504
H -0.273 -0.735 4.462 0.426
H -0.652 2.203 -4.744 0.354
N 2.090 1.262 0.557 -0.042
H -2.218 1.630 -3.395 0.352
H 4.080 0.469 2.332 0.433
C -0.165 -3.391 -0.680 -1.075
H -0.237 0.365 0.928 0.298
C -0.745 -2.472 1.559 -0.384
N 0.137 -2.714 0.547 0.316
C -2.084 -1.688 3.832 -0.659
H -1.930 3.976 -3.454 0.343
```

## Properties
**E**: -29242.672 eV
**ΔE to the lowest compared entry with this formula, charge and spin**: 28.4 kcal/mol
**HOMO energy**: -7.758 eV
**Lowest unoccupied orbital energy**: 0.030 Ha

---

Record 3
ORCA calculation (ωB97M-V with the def2-TZVPD basis set) on the molecule C4H6N2O.

XYZ file:
```
13
Properties=species:S:1:pos:R:3:mulliken_charge:R:1
C 1.353 -0.363 0.069 0.228
N -2.178 0.165 0.131 -0.233
O 2.442 -1.164 0.205 -0.521
H 2.025 1.681 -0.274 0.349
C -0.755 0.040 -0.199 0.129
C 1.210 0.969 -0.211 -0.279
H -2.862 -0.292 -0.475 0.347
H 3.209 -0.651 -0.076 0.343
H 0.050 -1.956 -0.072 0.265
N 0.124 -0.983 0.196 -0.205
C -0.196 1.277 -0.322 -1.183
H -2.043 1.217 -0.067 0.431
H -2.437 0.026 1.111 0.329
```

## Properties
**E**: -9268.974 eV
**ΔE to the lowest compared entry with this formula, charge and spin**: 104.4 kcal/mol
**HOMO energy**: -7.286 eV
**Lowest unoccupied orbital energy**: 0.014 Ha

---

Record 4
ORCA calculation (ωB97M-V with the def2-TZVPD basis set) on a structure of composition C2H2FOPb.

XYZ file:
```
7
Properties=species:S:1:pos:R:3:lowdin_spin:R:1
Pb -2.136 0.542 -2.005 0.805
H 2.027 -0.710 0.500 0.002
C 1.131 -0.213 0.871 0.004
C 0.331 0.373 0.016 0.032
O -0.068 0.955 -0.943 0.068
H 0.842 -0.272 1.920 0.001
F -2.126 -0.675 -0.358 0.089
```

## Properties
**E**: -12117.036 eV
**ΔE to the lowest compared entry with this formula, charge and spin**: 0.0 kcal/mol
**HOMO energy (alpha / beta)**: -6.052 / -10.055 eV
**Spin multiplicity**: 2
**Lowest unoccupied orbital energy (alpha / beta)**: -0.002 / -0.009 Ha

---

Ordered largest force on an atom results: 5.0; 0.5; 0.6; 2.3; unit eV/A.